# 1
C36H72O27 | wB97M-V/def2-TZVPD

```
135
Properties=species:S:1:pos:R:3
C 1.8956 -3.4108 -1.3020
C 1.8598 -4.3433 -0.1133
O 1.6227 -5.6762 -0.5886
C 1.3283 -6.5630 0.3513
O 1.2664 -6.3310 1.5308
O 1.1043 -7.7362 -0.2340
C 0.8671 -8.8310 0.6332
H 0.8770 -3.1899 -1.6266
H 2.4208 -3.8656 -2.1379
H 2.3774 -2.4901 -0.9739
H 1.1469 -4.0725 0.6678
H 2.8235 -4.3409 0.4143
H 0.1334 -8.5751 1.4057
H 1.7705 -9.1440 1.1493
H 0.3738 -9.5888 0.0330
C 2.1731 7.5080 -3.4213
C 0.8208 6.9215 -3.1249
O 0.9489 5.7227 -2.3304
C 0.9650 5.8494 -1.0063
O 1.0988 6.8640 -0.3761
O 0.7558 4.6389 -0.5027
C 0.9906 4.4125 0.8832
H 2.6116 7.8699 -2.4857
H 2.0338 8.4082 -4.0202
H 2.8557 6.7491 -3.7939
H 0.2860 6.5949 -4.0158
H 0.1629 7.6131 -2.5953
H 1.0062 5.3687 1.4102
H 1.9637 3.9421 0.9926
H 0.1932 3.7902 1.2766
C -1.8641 -4.4178 0.0538
C -1.9173 -5.0086 1.4542
O -2.5115 -6.3048 1.4430
C -3.7904 -6.3591 1.7764
O -4.5311 -5.4255 1.9373
O -4.1363 -7.6493 1.8653
C -5.4003 -7.9309 2.4388
H -1.6617 -5.2611 -0.6152
H -1.0544 -3.7020 -0.0583
H -2.8498 -4.0384 -0.2099
H -2.4064 -4.3186 2.1465
H -0.9294 -5.1108 1.9070
H -5.3445 -8.0136 3.5245
H -5.7455 -8.8757 2.0298
H -6.1045 -7.1386 2.1860
C -3.7708 -1.6698 1.5182
C -4.4328 -0.6298 2.3840
O -3.8225 0.6402 2.0835
C -4.5900 1.7137 2.2166
O -5.7309 1.7345 2.5968
O -3.8911 2.7749 1.8088
C -4.6088 3.9980 1.7315
H -4.4451 -2.5077 1.3270
H -2.7855 -1.9413 1.8792
H -3.7171 -1.2646 0.5009
H -4.3277 -0.8422 3.4503
H -5.5108 -0.6183 2.2251
H -5.1552 4.0669 0.7868
H -3.8856 4.8104 1.6987
H -5.2817 4.1048 2.5772
C -0.8202 -0.7262 4.4328
C -1.2166 -0.2665 5.8253
O -2.0716 0.8695 5.8057
C -3.3799 0.6197 5.8173
O -3.8985 -0.4528 6.0156
O -4.0057 1.7666 5.5832
C -5.4220 1.7767 5.7081
H -1.7429 -0.8772 3.8694
H -0.3934 -1.7287 4.5249
H -0.1122 -0.0845 3.9231
H -0.2976 0.0608 6.3230
H -1.6021 -1.0709 6.4463
H -5.8374 0.8224 5.3666
H -5.8835 2.4950 5.0430
H -5.6657 1.8616 6.7648
C 7.0324 -3.5125 -2.7880
C 6.2318 -2.4908 -2.0104
O 6.8684 -2.2604 -0.7504
C 6.1574 -1.6134 0.1610
O 5.0703 -1.1247 -0.0105
O 6.9066 -1.4984 1.2574
C 6.2460 -0.9534 2.4212
H 6.9913 -4.4871 -2.2999
H 8.0553 -3.2175 -3.0009
H 6.5149 -3.6464 -3.7431
H 5.2016 -2.8234 -1.8864
H 6.2219 -1.5496 -2.5679
H 5.5927 -1.7100 2.8486
H 5.7108 -0.0413 2.1668
H 7.0682 -0.7188 3.0899
C -3.4736 2.9381 -8.1292
C -2.8619 2.5499 -6.8062
O -3.0176 3.6725 -5.9211
C -2.5624 3.5101 -4.6775
O -2.0870 2.4874 -4.2563
O -2.7051 4.6711 -4.0412
C -2.1400 4.7781 -2.7238
H -3.0907 3.9015 -8.4684
H -4.5531 3.0622 -8.0290
H -3.2946 2.1653 -8.8741
H -1.8215 2.2395 -6.8802
H -3.4436 1.7492 -6.3413
H -1.1670 4.3472 -2.5072
H -2.8931 4.3874 -2.0390
H -2.0396 5.8500 -2.5584
C -1.3088 1.8681 -1.0977
C -1.0001 0.4361 -0.7546
O 0.2986 0.3859 -0.1448
C 0.5834 -0.5737 0.7127
O -0.1735 -1.4215 1.1106
O 1.8503 -0.4184 1.0881
C 2.3972 -1.3987 1.9587
H -0.5084 2.2535 -1.7304
H -1.5206 2.5152 -0.2508
H -2.2007 1.8434 -1.7276
H -1.0888 -0.2332 -1.6110
H -1.7043 0.0491 -0.0090
H 1.9866 -1.2083 2.9555
H 3.4570 -1.1800 1.9873
H 2.2100 -2.4374 1.7027
C 3.0634 0.4572 -2.1742
C 3.1235 1.6544 -1.2760
O 3.8512 2.6737 -1.9743
C 4.2210 3.7360 -1.2781
O 3.9733 3.9515 -0.1187
O 4.8712 4.5657 -2.0961
C 5.3165 5.7744 -1.4849
H 2.7890 0.7853 -3.1783
H 2.4363 -0.3408 -1.7888
H 4.0375 -0.0332 -2.2767
H 3.6248 1.4154 -0.3392
H 2.1108 2.0071 -1.0785
H 6.0739 6.1769 -2.1526
H 5.8102 5.5704 -0.5324
H 4.5196 6.4892 -1.2874
```

Calculated values
energy	-93783.9562	eV
HOMO-LUMO gap	11.186	eV
energy relative to the best compared isomer or geometry (same formula, charge and spin)	11.0	kcal per mole
multiplicity	1
LUMO energy	0.5	eV
HOMO energy	-10.67	eV

=====

# 2
C38H95N13O14 | wB97M-V/def2-TZVPD

```
160
Properties=species:S:1:pos:R:3
C 0.1046 1.8109 2.2672
C -0.3191 2.3353 0.8273
C 0.9503 2.5681 0.0123
C 1.4676 1.2421 -0.5220
C 0.4282 0.6415 -1.4490
C -0.9259 0.3205 -0.6834
N -1.2654 1.5546 0.0159
O -2.5910 1.6812 0.4189
C -1.9966 0.0743 -1.7806
C -0.7306 -0.8878 0.1993
C -0.8753 3.7952 1.0359
H 1.0650 2.1249 2.6741
H -0.0041 0.7295 2.3618
H -0.6191 2.2145 2.9807
H 0.8212 3.2771 -0.8076
H 1.7337 2.9901 0.6449
H 1.6352 0.5674 0.3187
H 2.4168 1.5378 -0.9721
H 0.8320 -0.3112 -1.8028
H 0.2352 1.2066 -2.3612
H -1.6612 -0.7647 -2.3940
H -2.9071 -0.3250 -1.3281
H -2.3069 0.8988 -2.4195
H -1.4222 -0.8520 1.0448
H -0.9740 -1.8548 -0.2461
H 0.2826 -1.0050 0.5833
H -1.7194 3.7726 1.7243
H -1.1971 4.1237 0.0468
H -0.1103 4.4975 1.3648
H -2.5997 1.3776 1.3369
C 1.4298 7.5267 1.5734
C 1.4265 8.0645 2.9932
C 0.0455 7.8119 3.7172
C -0.1002 6.3348 4.0757
C 1.1985 5.8982 4.8219
C 2.5588 6.1621 4.1823
N 2.6076 7.5839 3.7375
O 3.8430 7.8550 3.1574
C 3.6019 5.8911 5.2675
C 2.8847 5.1889 2.9921
C 1.5433 9.5971 2.9756
H 1.2122 6.4780 1.3694
H 2.4614 7.5425 1.2106
H 0.8952 8.1718 0.8749
H -0.1745 8.4553 4.5674
H -0.6846 8.0033 2.9280
H -0.2258 5.6607 3.2288
H -0.9438 6.2716 4.7638
H 1.0885 4.8784 5.1982
H 1.2094 6.4312 5.7755
H 4.6184 6.2544 5.1130
H 3.3170 6.2782 6.2497
H 3.6981 4.8221 5.4637
H 2.0071 4.6503 2.6315
H 3.5303 5.5987 2.2172
H 3.5034 4.3715 3.3729
H 1.4779 10.0334 3.9714
H 0.8023 10.0482 2.3138
H 2.4959 9.9037 2.5381
H 4.2374 8.5039 3.7467
C 12.4372 -0.7277 6.2561
C 11.2037 -0.9333 5.2767
C 10.9753 -2.4475 5.3049
C 9.6332 -2.9282 4.7539
C 8.5739 -2.1647 5.4568
C 8.6792 -0.6156 5.3064
N 10.0088 -0.2598 5.8105
O 10.1434 1.1818 5.8574
C 8.3633 -0.2526 3.8972
C 7.5417 -0.0305 6.2195
C 11.6823 -0.3376 3.8836
H 13.3552 -1.1038 5.8093
H 12.1583 -1.1322 7.2258
H 12.4867 0.3623 6.2535
H 11.7304 -3.0236 4.7660
H 10.9962 -2.8396 6.3233
H 9.4264 -3.9877 4.9170
H 9.5128 -2.7996 3.6753
H 8.6153 -2.3049 6.5404
H 7.5779 -2.5265 5.1920
H 8.2629 0.8262 3.7645
H 8.8952 -0.8169 3.1296
H 7.3684 -0.6206 3.6310
H 6.5463 -0.3795 5.9434
H 7.7897 -0.4137 7.2102
H 7.5107 1.0579 6.2582
H 10.9272 -0.2017 3.1072
H 12.5796 -0.7946 3.4752
H 11.7573 0.7222 4.1391
H 10.4129 1.2788 4.9372
C 2.3772 1.4357 5.3849
C 3.6756 1.6348 6.1592
O 3.6830 0.7605 7.2959
O 2.2531 0.2418 4.6579
H 2.3870 2.1623 4.5664
H 1.6047 1.5837 6.1411
H 3.7972 2.6653 6.4938
H 4.4754 1.3657 5.4654
H 4.5145 0.9659 7.7447
H 1.3096 0.0073 4.6016
C 6.3034 5.1473 9.6945
C 4.9519 4.7696 9.1325
O 4.0973 4.2564 10.1814
O 6.1708 6.2755 10.5981
H 6.8313 5.5049 8.8066
H 6.8676 4.3358 10.1494
H 5.0823 3.9899 8.3829
H 4.5032 5.6132 8.6042
H 4.1715 4.7651 10.9943
H 6.5301 7.0444 10.1506
C 2.0884 -2.1424 8.4599
C 2.1515 -2.5881 6.9944
O 3.3713 -2.1275 6.5094
O 1.8994 -0.7459 8.7149
H 3.0099 -2.3856 8.9946
H 1.3454 -2.8066 8.9125
H 1.2913 -2.1273 6.5003
H 2.0490 -3.6737 6.9907
H 3.2603 -1.2328 6.1707
H 2.7500 -0.3919 8.4092
C 5.6942 0.8491 10.2118
O 5.9600 1.2577 9.0840
N 6.2653 -0.2462 10.7033
N 4.7751 1.3751 11.0242
H 6.1907 -0.4239 11.6918
H 7.0413 -0.7111 10.2628
H 4.2270 2.1993 10.8350
H 4.7660 1.1129 11.9961
C 5.2467 0.9312 2.6337
O 5.3415 2.0162 3.1934
N 6.0574 0.5081 1.6460
N 4.2504 0.0212 2.7682
H 6.7561 1.1924 1.4040
H 5.8034 -0.3382 1.1719
H 4.5121 -0.9385 2.6187
H 3.6310 0.2776 3.5405
C 7.3289 4.1671 5.3703
O 8.2364 4.5930 6.0707
N 7.2727 4.2832 4.0286
N 6.1837 3.6431 5.7944
H 8.0769 4.5368 3.4799
H 6.5528 3.7535 3.5632
H 6.1419 3.4096 6.7737
H 5.5539 3.2125 5.1373
C 0.7445 3.9270 8.0241
O -0.3475 3.5682 7.6434
N 1.7465 3.1342 8.4664
N 1.1167 5.2176 8.0982
H 2.6574 3.4093 8.7936
H 1.5730 2.1420 8.4081
H 1.9475 5.5710 8.5409
H 0.4224 5.9111 7.8715
C -0.9810 0.0726 5.9627
O -0.2116 -0.4200 5.1395
N -2.2695 0.2112 5.7103
N -0.5687 0.4262 7.1739
H -2.5805 -0.0639 4.7946
H -2.8563 0.5926 6.4320
H 0.3331 0.0583 7.4459
H -1.2309 0.7274 7.8682
```

Calculated values
energy	-88982.2256	eV
HOMO-LUMO gap	8.403	eV
multiplicity	1
LUMO energy	0.4	eV
HOMO energy	-8.02	eV

=====

# 3
C33H43MnN7O2SSi2 | wB97M-V/def2-TZVPD

```
89
Properties=species:S:1:pos:R:3
Mn 0.2601 0.6441 0.5200
C 1.7284 5.3526 3.3769
N 1.2623 4.0749 3.8712
C 1.2076 3.6951 5.1915
C 0.7216 2.4455 5.2278
N 0.4864 2.0425 3.9095
C 0.8070 3.0880 3.0616
S 0.7121 3.2629 1.4082
C -0.0377 0.7420 3.6424
C 0.1838 -0.2672 4.5762
C -0.5321 -1.4468 4.4491
C -1.4460 -1.5890 3.4065
C -1.5119 -0.5800 2.4625
N -0.7891 0.5518 2.5443
H 2.0493 5.9464 4.2286
H 0.9263 5.8627 2.8433
H 2.5603 5.2033 2.6879
H 1.4903 4.3549 5.9874
H 0.4672 1.8294 6.0617
H 0.9022 -0.1343 5.3683
H -0.3724 -2.2497 5.1559
H -2.0452 -2.4792 3.2888
H -2.1335 -0.6626 1.5743
C 0.7574 -0.2534 -3.4460
Si -1.0747 0.1583 -3.2443
C -1.7897 -0.1848 -4.9647
C -1.2778 2.0141 -3.0445
C -2.0354 -0.7857 -1.9755
C -2.5631 -0.0794 -0.8913
C -3.8942 -0.3040 -0.3849
C -4.4922 0.5678 0.4674
C -3.7912 1.7225 0.8830
C -2.4946 1.8354 0.4715
N -1.8405 0.9393 -0.2988
Si -2.6560 -2.4622 -2.4029
C -3.2758 -3.4477 -0.8863
C -4.1034 -2.5843 -3.6086
C -1.2661 -3.4740 -3.1912
H 1.2804 0.5058 -4.0264
H 0.8637 -1.2010 -3.9724
H 1.2533 -0.3439 -2.4863
H -1.3978 0.5381 -5.6809
H -2.8734 -0.0968 -4.9628
H -1.5297 -1.1749 -5.3332
H -0.7490 2.5382 -3.8404
H -0.9214 2.3759 -2.0864
H -2.3373 2.2602 -3.1279
H -4.4585 -1.1281 -0.7931
H -5.5156 0.4042 0.7796
H -4.2390 2.4767 1.5096
H -1.8886 2.6672 0.8282
H -4.3635 -3.5056 -0.8853
H -2.9896 -3.0035 0.0678
H -2.9096 -4.4753 -0.9193
H -4.9349 -1.9594 -3.2801
H -4.4671 -3.6081 -3.6931
H -3.8150 -2.2551 -4.6003
H -0.2966 -3.2363 -2.7549
H -1.2007 -3.2614 -4.2561
H -1.4352 -4.5453 -3.0895
C 2.6239 2.7603 -2.3928
C 2.3879 1.8384 -1.2232
O 1.2299 1.3967 -1.0968
C 3.4803 1.4907 -0.3286
C 4.7975 1.8050 -0.7334
C 5.8940 1.4863 0.0198
C 5.6932 0.8418 1.2514
C 4.4368 0.5356 1.6923
C 3.2709 0.8372 0.9310
O 2.1252 0.5146 1.4158
H 1.6594 3.1000 -2.7609
H 3.1222 2.2167 -3.1977
H 3.2478 3.6068 -2.1174
H 4.9434 2.2970 -1.6815
H 6.8897 1.7207 -0.3253
H 6.5477 0.5821 1.8623
H 4.2817 0.0406 2.6418
N -0.2970 -4.9682 1.1224
C 0.5012 -3.9564 0.6520
C -0.0289 -2.6721 0.4447
N 0.7230 -1.6695 0.0344
C 2.0227 -1.9281 -0.1992
C 2.5304 -3.1924 0.0059
N 1.7849 -4.2091 0.4461
H -1.2845 -4.9003 0.9330
H 0.1019 -5.8919 1.0372
H -1.0852 -2.4838 0.5783
H 2.6478 -1.1243 -0.5582
H 3.5772 -3.3958 -0.1771
```

Calculated values
energy	-107359.2803	eV
HOMO-LUMO gap (spin up / spin down)	5.733 / 5.663	eV
energy relative to the best compared isomer or geometry (same formula, charge and spin)	13.8	kcal per mole
multiplicity	6
LUMO energy (spin up / spin down)	-0.2 / -0.2	eV
⟨S²⟩	8.75
HOMO energy (spin up / spin down)	-5.89 / -5.90	eV

=====

# 4
C5H12NO | wB97M-V/def2-TZVPD

```
19
Properties=species:S:1:pos:R:3
O -0.0440 -1.2150 1.5965
C 0.3928 -1.1860 0.4197
C 0.0278 -0.0305 -0.4822
C -0.8862 0.9641 0.2052
C -2.1873 0.2782 0.6574
C -2.8936 -0.6308 -0.3681
N 1.3615 0.2921 -0.0810
H 0.8591 -2.0392 -0.0153
H -0.1999 -0.2089 -1.5197
H -0.3542 1.3255 1.1059
H -1.0340 1.8152 -0.4950
H -2.8676 1.0341 1.0374
H -1.9229 -0.3367 1.5617
H -2.3302 -1.5647 -0.4966
H -3.9003 -0.9517 0.0014
H -3.0549 -0.1684 -1.3884
H 2.0689 -0.0854 -0.7073
H 8.5079 0.9762 -0.4070
H 8.4571 1.7319 -0.6247
```

Calculated values
energy	-8903.8118	eV
HOMO-LUMO gap	6.770	eV
energy relative to the best compared isomer or geometry (same formula, charge and spin)	157.2	kcal per mole
multiplicity	1
LUMO energy	-9.1	eV
charge	+1
HOMO energy	-15.92	eV

=====

# 5
C15H50N2O9 | wB97M-V/def2-TZVPD

```
76
Properties=species:S:1:pos:R:3
C 3.2887 4.4266 1.7790
O 1.8991 4.3281 2.1400
H 3.8207 4.7025 2.6749
H 3.6425 3.4579 1.4218
H 3.5452 5.1693 1.0680
H 1.8692 3.8460 2.9877
C 0.0605 2.8177 4.6312
O 1.5146 2.9078 4.5567
H -0.2623 3.7038 5.1458
H -0.3678 2.8121 3.5954
H -0.2637 1.8843 5.1661
H 1.8890 2.0715 4.3749
C -0.1507 4.8810 0.0020
O 0.3784 3.5941 -0.2321
H -1.0354 4.9169 -0.6726
H -0.4811 5.0534 1.0274
H 0.5086 5.6579 -0.2977
H 1.1435 3.5637 0.3427
C 0.8204 -0.1996 2.0835
O 0.5053 -1.2381 1.1644
H 0.7082 0.8680 1.7105
H 0.1139 -0.2625 2.9309
H 1.8378 -0.2952 2.3790
H -0.2854 -1.1357 0.5388
C -3.3053 -2.8683 1.1873
O -3.2462 -1.4884 0.7541
H -2.3263 -3.3228 1.3224
H -3.7106 -3.0477 2.2081
H -3.8261 -3.6015 0.5564
H -4.1601 -1.2412 0.5426
C -2.4455 1.6396 1.4957
O -2.2382 0.6440 2.5103
H -2.0192 2.5800 1.8850
H -1.9383 1.4129 0.5589
H -3.5244 1.8641 1.4376
H -2.3521 -0.1858 2.0091
C -3.6384 2.0923 -3.3609
O -3.0501 1.7367 -2.1586
H -4.3123 2.9107 -3.3171
H -2.9305 2.2341 -4.1685
H -4.2328 1.2367 -3.7605
H -2.4908 2.5369 -1.9781
C -0.1138 -0.8540 -3.5048
C -0.1718 -0.5502 -1.9551
C 0.0355 0.9508 -1.7918
O 1.1903 1.4435 -2.4485
C 2.3441 1.1137 -1.7425
N -1.2635 -0.9974 -1.1668
H -0.9721 -0.4038 -3.9397
H -0.1150 -1.9396 -3.6542
H 0.8360 -0.4822 -3.9410
H 0.7041 -1.0056 -1.5397
H 0.0094 1.2389 -0.7040
H -0.7366 1.5314 -2.2743
H 2.2507 1.4115 -0.5946
H 3.2306 1.7384 -2.0401
H 2.6241 0.0542 -1.6621
H -1.3963 -2.0216 -1.1927
H -2.1041 -0.5612 -1.4774
C 2.6252 -4.5840 1.1023
C 2.2356 -4.2265 -0.3125
C 0.7027 -4.3951 -0.4652
O 0.2829 -3.8064 -1.7508
C 0.1191 -4.7652 -2.8292
N 2.6725 -2.8680 -0.6852
H 2.3781 -5.5939 1.3208
H 2.1601 -3.9852 1.8420
H 3.7160 -4.5409 1.1086
H 2.6502 -5.0193 -0.9182
H 0.0773 -3.9674 0.3462
H 0.5309 -5.5268 -0.5254
H -0.1249 -4.1604 -3.6672
H -0.7233 -5.4745 -2.5966
H 0.9913 -5.4011 -2.9737
H 2.1544 -2.8268 -1.5652
H 2.2488 -2.1893 -0.0439
```

Calculated values
energy	-37768.4980	eV
HOMO-LUMO gap	9.468	eV
energy relative to the best compared isomer or geometry (same formula, charge and spin)	21.8	kcal per mole
multiplicity	1
LUMO energy	0.5	eV
HOMO energy	-8.94	eV

=====

- The highest energy belongs to which entry?
  C5H12NO

=====

- Which value of energy does entry 1 give?
  -93783.9562 eV

=====

- What is the formula in the fifth record?
  C15H50N2O9